Here is a structure of composition C18H18ClNO4 in a non-equilibrium geometry from the OMol25 dataset. Energies are from ωB97M-V/def2-TZVPD.

Atoms and positions in Å:
C -5.8063 -0.2602 0.0272
H -5.8622 -1.1427 0.5809
O -4.6939 -0.4060 -1.0414
C -3.5318 -0.7666 -0.6119
C -3.1728 -1.0044 0.5947
C -1.9284 -1.1525 1.1151
C -1.0036 -1.3369 0.2365
C -1.3247 -1.1107 -1.3869
C -2.6757 -0.8725 -1.6764
H -2.8963 -0.8728 -2.6197
H -0.6313 -1.0429 -2.0275
N 0.3137 -1.3151 0.3739
C 1.5571 -1.5799 -0.3857
O 1.5577 -1.2428 -1.4601
C 2.8242 -1.5603 0.3708
H 3.2950 -2.4303 0.1925
H 2.6654 -1.9346 1.5993
C 3.7399 -0.3802 0.5350
C 3.2898 1.0479 1.0425
C 1.8108 1.4079 0.7018
C 0.7149 1.4683 1.3637
C -0.6075 1.9455 1.1577
C -0.6753 2.2248 -0.2896
C 0.3314 2.0781 -1.0549
C 1.6411 1.8369 -0.9998
H 2.5556 1.6467 -1.4573
H 0.2589 2.0602 -2.2765
Cl -2.2021 2.6981 -0.9561
H -1.3990 1.9002 1.7965
H 0.9340 1.2280 2.5782
H 3.9180 1.8565 0.8899
H 3.0806 0.7527 2.0581
H 4.6790 -0.5542 1.0871
C 4.3920 -0.0947 -0.9266
O 5.3161 0.7245 -0.9150
O 3.9984 -0.3216 -1.9691
H 3.0808 -0.9381 -2.0905
H 0.5322 -1.4297 1.7459
H -1.6018 -1.0863 2.1201
H -4.0279 -0.5837 1.6421
H -6.6844 -0.1406 -0.4655
H -5.7618 0.6839 0.8009

Results
Kohn-Sham gap	7.6	eV
energy	-1512.06981	a.u.
multiplicity	1



Here is a structure of composition C3HN3 in a non-equilibrium geometry from the OMol25 dataset. Energies are from ωB97M-V/def2-TZVPD.

Atoms and positions in Å:
C -0.6056 1.3623 -0.5941
C -0.0114 -1.1228 -0.6929
C -0.0263 0.1626 -0.3173
N -1.1574 2.3713 -0.5230
N 0.1406 -2.2234 -1.0825
N 0.8694 0.1913 1.4118
H 0.7907 -0.7413 1.7981

Results
Kohn-Sham gap (alpha / beta)	9.0 / 8.9	eV
energy	-278.96302	a.u.
multiplicity	1



Here is a structure of composition C26H35CaGe2N2O2S2 in a non-equilibrium geometry from the OMol25 dataset. Energies are from ωB97M-V/def2-TZVPD.

Atoms and positions in Å:
Ca 0.5096 1.4341 0.0227
O -2.8125 5.2778 2.0388
C -3.2348 5.0950 0.7828
C -4.2588 5.9269 0.3268
C -4.7526 5.8025 -0.9532
C -4.2383 4.8369 -1.8192
C -3.2230 4.0177 -1.3835
C -2.6990 4.1256 -0.0876
C -1.5916 3.2338 0.2839
O -1.0910 2.4375 -0.6074
N -1.1578 3.2959 1.5308
N -0.0695 2.4918 1.8260
C 0.2615 2.4451 3.0647
S 1.6698 1.5321 3.5688
C 1.1376 1.4528 5.3064
C 0.5470 2.8056 5.6406
S -0.6383 3.2464 4.3275
H -2.0876 4.6403 2.2072
H -4.6481 6.6683 1.0120
H -5.5419 6.4640 -1.2851
H -4.6337 4.7365 -2.8205
H -2.8019 3.2671 -2.0385
H 2.0113 1.2230 5.9135
H 0.4033 0.6549 5.4036
H 1.3128 3.5775 5.6890
H -0.0033 2.7796 6.5795
C -1.8836 -1.9816 2.3349
C -1.2260 -0.7207 1.7731
Ge -0.8946 -0.9319 -0.1992
C -2.5245 -0.4050 -1.2244
C -3.4444 -1.6043 -1.4502
C -0.2800 -2.7453 -0.6245
C 0.9663 -2.7709 -1.1102
Ge 1.6442 -0.8887 -1.1450
C 1.9928 0.0148 -2.8994
C 3.0060 -0.7000 -3.7944
C 3.1247 -0.3885 0.1234
C 4.4153 -1.1895 -0.0532
C 1.7345 -3.9418 -1.5566
C 1.1966 -5.2322 -1.5265
C 1.9424 -6.3150 -1.9555
C 3.2379 -6.1378 -2.4233
C 3.7859 -4.8654 -2.4609
C 3.0366 -3.7828 -2.0314
H -2.1157 -1.8518 3.3923
H -1.2193 -2.8408 2.2372
H -2.8154 -2.2065 1.8144
H -0.2822 -0.5270 2.2922
H -1.8694 0.1523 1.9090
H -2.2166 0.0305 -2.1752
H -3.0199 0.3809 -0.6530
H -2.9447 -2.3787 -2.0333
H -4.3344 -1.2944 -1.9986
H -3.7717 -2.0421 -0.5059
H -0.8868 -3.6389 -0.5048
H 2.3483 1.0247 -2.6633
H 1.0405 0.1166 -3.4218
H 3.9711 -0.8188 -3.2998
H 3.1737 -0.1259 -4.7059
H 2.6436 -1.6870 -4.0797
H 2.7624 -0.5002 1.1494
H 3.3319 0.6783 -0.0436
H 4.2491 -2.2440 0.1629
H 5.1836 -0.8212 0.6272
H 4.8064 -1.1039 -1.0674
H 0.1881 -5.3868 -1.1666
H 1.5075 -7.3056 -1.9252
H 3.8153 -6.9891 -2.7581
H 4.7940 -4.7163 -2.8254
H 3.4612 -2.7864 -2.0631

Results
Kohn-Sham gap	7.3	eV
total charge	+1
energy	-6899.34481	a.u.
multiplicity	1



Here is a cluster of 2 separate species, C3H13N2O in total in a non-equilibrium geometry from the OMol25 dataset. Energies are from ωB97M-V/def2-TZVPD.

Atoms and positions in Å:
C -0.7931 -0.5607 -1.4202
C 0.7415 -0.3468 -1.4619
C 1.5054 -0.8978 -0.2722
N 1.1054 -0.2008 1.0007
N -1.4097 -0.0919 -0.1663
H -1.0140 -1.6113 -1.5926
H -1.2902 -0.0296 -2.2402
H 0.9272 0.7199 -1.5650
H 0.9795 -0.9572 -2.3402
H 1.4300 -1.9773 -0.1653
H 2.5736 -0.7867 -0.4679
H 1.4505 0.7870 0.9495
H 1.4846 -0.6749 1.8453
H -2.1495 -0.7114 0.1016
H 0.0438 -0.1609 0.9286
H -1.6569 0.8895 -0.1021
H -0.6342 2.6228 2.3235
H -2.0307 2.0453 2.6108
O -1.2632 1.9427 2.0339

Results
Kohn-Sham gap (alpha / beta)	3.8 / 10.4	eV
energy	-306.72202	a.u.
multiplicity	2



Here is a structure of composition C35H68BiBr2N2O3Si2Te in a non-equilibrium geometry from the OMol25 dataset. Energies are from ωB97M-V/def2-TZVPD.

Atoms and positions in Å:
Bi -0.3992 3.5498 -0.9034
N -0.4247 5.7678 -0.1000
C -0.2929 5.9694 1.3631
C -1.1578 5.0355 2.1433
C -0.4728 3.6695 2.2329
O 0.0038 3.2294 3.2387
O -0.4334 2.9441 1.0722
H 0.3416 6.2425 -0.5425
H -1.3467 6.1343 -0.4297
H -0.5773 7.0104 1.5335
H 0.7982 5.8483 1.5231
H -2.1176 4.9296 1.6799
H -1.3166 5.4209 3.1913
O -4.0076 4.1686 -4.1591
N -3.3255 4.7297 -3.4184
C 2.6507 -1.7600 -7.1625
Te 2.5999 -0.5198 -5.4782
C 0.7000 -1.2837 -5.0139
C 0.3023 -2.0300 -6.2602
C -1.0524 -2.4806 -6.3036
C -1.4479 -3.1268 -7.4220
C -0.5843 -3.2529 -8.5124
C 0.7535 -2.7719 -8.4652
C 1.2252 -2.1873 -7.3179
H 3.3332 -2.5460 -6.9292
H 3.1283 -1.1620 -7.9416
H 0.0879 -0.3489 -4.8757
H 0.7736 -1.7973 -4.0544
H -1.6707 -2.3312 -5.4709
H -2.4577 -3.5154 -7.5215
H -0.9512 -3.6884 -9.4093
H 1.3709 -2.9161 -9.3644
C -5.3246 0.4690 -1.9693
C -3.8792 0.8794 -1.6890
C -3.2331 1.0665 -3.0557
C -3.8865 2.2837 -0.9715
Si -2.9621 -0.4883 -0.6308
Br -0.6478 0.2925 -1.0244
C -3.3363 -0.3284 1.2546
C -2.9903 -1.5916 2.0383
C -2.5945 0.8086 1.9468
C -4.8556 -0.1080 1.3745
C -3.0052 -2.2702 -1.3783
C -1.7820 -3.1122 -0.8085
C -2.9166 -2.2916 -2.9432
C -4.3919 -2.8542 -1.0139
H -5.7567 1.2678 -2.5716
H -5.8905 0.3727 -1.0903
H -5.4205 -0.4400 -2.5195
H -3.7690 1.8595 -3.6165
H -3.2922 0.2192 -3.7202
H -2.1410 1.3409 -3.1016
H -4.0835 3.0401 -1.7294
H -2.9515 2.4822 -0.4534
H -4.6290 2.3464 -0.1972
H -1.8884 -1.6079 2.2050
H -3.2719 -2.5745 1.6374
H -3.4036 -1.5564 3.0651
H -1.5085 0.7316 1.7537
H -2.7790 0.7611 3.0111
H -2.9569 1.8081 1.6011
H -5.4028 -0.9161 0.9731
H -5.0824 0.8907 0.9740
H -5.1584 -0.1283 2.4075
H -0.8536 -2.8522 -1.3310
H -2.0154 -4.1372 -1.0561
H -1.6472 -2.9351 0.2571
H -1.9799 -1.8593 -3.3828
H -3.7590 -1.7806 -3.4053
H -2.8842 -3.3448 -3.2673
H -4.5868 -3.1146 0.0465
H -4.4804 -3.8261 -1.4905
H -5.2467 -2.3136 -1.3995
C 4.2394 1.9099 5.0164
C 3.2415 0.7176 4.8608
C 3.6264 -0.3770 5.8742
C 1.7676 1.1306 5.0417
Si 3.5838 -0.3607 3.3596
Br 2.1238 3.9602 -0.7928
C 2.4027 -1.7276 2.8720
C 2.1077 -1.6367 1.3844
C 3.0555 -3.1248 3.1835
C 1.0233 -1.7286 3.5573
C 5.1639 -0.1064 2.3857
C 5.3823 1.3647 2.0535
C 6.3960 -0.5123 3.2526
C 5.3711 -0.8726 1.0805
H 4.0988 2.4055 5.9617
H 4.1240 2.7011 4.2429
H 5.2755 1.6233 5.0780
H 3.6318 -0.0414 6.9027
H 4.6749 -0.7892 5.7691
H 2.8660 -1.1774 5.8719
H 1.6199 1.5277 6.0859
H 1.1131 0.2911 4.9314
H 1.4299 1.8249 4.2582
H 2.9401 -1.8305 0.7057
H 1.6899 -0.6953 1.1154
H 1.3396 -2.3296 1.1155
H 3.9054 -3.3315 2.4942
H 2.3316 -3.9284 3.0264
H 3.4134 -3.2419 4.1955
H 0.4173 -0.8454 3.3384
H 0.9841 -1.9292 4.6747
H 0.4783 -2.6337 3.1812
H 5.6618 1.9768 2.9280
H 4.5139 1.8574 1.5881
H 6.2071 1.4710 1.3719
H 6.5641 0.1608 4.0943
H 7.2162 -0.3099 2.5625
H 6.3714 -1.5588 3.5435
H 4.6386 -0.6262 0.3017
H 5.2651 -1.9627 1.1814
H 6.3555 -0.6651 0.6991

Results
Kohn-Sham gap (alpha / beta)	7.7 / 4.8	eV
total charge	+3
energy	-7918.33406	a.u.
multiplicity	1



Here is a structure of composition C21H56B5F20N7O7Pt in a non-equilibrium geometry from the OMol25 dataset. Energies are from ωB97M-V/def2-TZVPD.

Atoms and positions in Å:
Pt -0.1873 0.3101 0.1781
C 6.6080 -0.0200 0.1792
C 5.2496 -0.5529 0.6951
O 4.7389 -0.2419 1.7795
N 4.3978 -1.3019 -0.2720
H 3.6057 -0.6779 -0.3287
H 4.7565 -1.2199 -1.2126
C 4.0662 -2.7537 0.1830
H 6.5117 0.1638 -0.8909
H 7.2070 -0.9304 0.1998
H 7.1854 0.7531 0.6862
H 3.0673 -2.7783 -0.2527
H 4.0496 -2.7236 1.2724
H 4.7451 -3.4683 -0.2823
C 1.7270 4.1990 2.5398
C 3.0925 4.2920 1.8677
O 4.0275 3.5286 1.9611
N 3.1998 5.3998 0.7216
H 3.8561 4.9042 0.1353
H 2.3451 5.3640 0.1846
C 3.7073 6.7495 1.2719
H 1.8375 3.5557 3.4127
H 1.1196 3.5185 1.9431
H 1.2671 5.0854 2.9768
H 3.9164 7.4042 0.4259
H 4.6422 6.5714 1.8033
H 2.9136 7.1642 1.8932
C 2.4011 -1.8065 -6.5249
C 1.4852 -1.6321 -5.3383
O 0.5632 -0.8587 -5.2812
N 1.8308 -2.5362 -4.1858
H 2.4890 -3.2713 -4.4018
H 2.2231 -1.8262 -3.5840
C 0.5388 -3.3505 -3.5466
H 2.5688 -2.8322 -6.8533
H 3.3188 -1.3198 -6.1946
H 1.8753 -1.2254 -7.2824
H -0.0785 -3.7670 -4.3425
H -0.0359 -2.5399 -3.0984
H 0.6961 -4.1033 -2.7741
C -5.1671 0.1182 -2.9024
C -4.2577 1.1758 -3.3205
O -4.1028 2.1990 -2.6438
N -3.3328 0.8608 -4.5342
H -3.4622 -0.0384 -4.9756
H -3.6469 1.5496 -5.2028
C -1.8469 1.1565 -4.2488
H -5.5007 0.1997 -1.8679
H -4.6260 -0.8247 -2.9816
H -6.0724 0.2096 -3.5024
H -1.3365 0.8922 -5.1750
H -1.3989 0.5323 -3.4758
H -1.6833 2.2075 -4.0108
C 1.3407 -4.3496 4.5098
C 1.8210 -3.0144 3.9868
O 2.7570 -2.8500 3.2305
N 0.9213 -1.9005 4.5613
H 0.4583 -1.4370 3.7926
H 0.1765 -2.2641 5.1385
C 1.7101 -0.8701 5.4394
H 1.0661 -5.1057 3.7743
H 0.4228 -4.3728 5.0973
H 2.1585 -4.6709 5.1548
H 2.2809 -1.5275 6.0952
H 1.0364 -0.2708 6.0518
H 2.2870 -0.1882 4.8146
C -3.8464 -6.1082 1.6347
C -3.4126 -4.5931 1.7519
O -3.4438 -4.0222 2.8595
N -3.2548 -3.9001 0.4495
H -2.7164 -3.0831 0.6999
H -2.6309 -4.3800 -0.1833
C -4.5791 -3.5034 -0.1654
H -3.1927 -6.5695 0.8945
H -4.8877 -6.2500 1.3454
H -3.7373 -6.5569 2.6221
H -4.9081 -4.3459 -0.7738
H -4.1648 -2.7768 -0.8643
H -5.3326 -3.2030 0.5627
C -4.0618 3.5796 -0.0072
C -3.9593 3.9320 1.4418
O -4.6750 3.4855 2.3438
N -2.9802 5.0571 1.8566
H -2.8623 5.8160 1.2007
H -3.4354 5.4706 2.6578
C -1.6095 4.2959 2.1903
H -5.1008 3.7017 -0.3134
H -3.8386 2.5165 -0.0971
H -3.3999 4.1655 -0.6448
H -1.8818 3.6008 2.9845
H -0.8410 4.9762 2.5573
H -1.2378 3.7884 1.3000
B 0.2595 3.4467 -1.2795
F -0.7463 4.3836 -1.1001
F 1.3238 4.1213 -0.8714
F 0.0095 2.3416 -0.4331
F 0.3965 2.9977 -2.4924
B -0.0432 0.8905 2.8122
F 0.9685 0.7067 1.9237
F -0.8613 1.6250 2.0399
F -0.5593 -0.2910 2.9094
F 0.3444 1.5820 3.9896
B -2.8326 -0.1448 -0.4117
F -2.0456 -0.6737 0.5496
F -2.6987 -0.9711 -1.5003
F -4.0226 0.1494 0.0994
F -2.0789 0.9306 -0.6681
B 1.5442 -0.0780 -1.7471
F 2.1509 0.6408 -2.6881
F 0.2557 0.1146 -1.7883
F 1.9655 -1.3532 -1.9980
F 1.9488 0.3601 -0.4912
B -0.1550 -2.9105 0.4841
F 0.7094 -3.9703 0.3551
F -0.9653 -2.8969 -0.6497
F -0.8732 -2.9985 1.5962
F 0.4646 -1.7379 0.5876

Results
Kohn-Sham gap (alpha / beta)	9.9 / 8.8	eV
total charge	+4
energy	-3984.10426	a.u.
multiplicity	3